[1]
Molecular formula: C5H6O2
Method: DFT, ωB97M-V with the def2-TZVPD basis set

```
13
Properties=species:S:1:pos:R:3:forces:R:3:mulliken_charge:R:1
C 0.32153 0.95595 -0.00436 -0.8 0.4 0.4 -0.845
C -1.02266 0.61077 0.09462 0.2 0.2 0.0 -0.158
C 1.50500 0.16479 -0.23972 1.3 0.5 0.0 0.209
C -1.61380 -0.61776 -0.03569 0.9 0.0 0.0 0.055
C 2.30664 -0.72474 0.63300 -0.9 0.1 -0.9 -0.186
O 1.49684 -1.25630 -0.35676 0.1 -0.6 0.2 -0.353
O -2.92975 -0.83809 0.05510 -0.8 0.0 0.1 -0.472
H 0.54720 2.01307 0.03990 0.0 0.1 0.0 0.305
H -1.69528 1.44902 0.26148 0.0 0.0 0.0 0.193
H 2.16466 0.66123 -0.96587 -0.2 -0.2 -0.2 0.276
H -1.04697 -1.51125 -0.24273 0.0 -0.1 0.0 0.439
H 3.37289 -0.88609 0.49562 0.1 -0.1 0.4 0.232
H -3.40629 -0.02060 0.26542 0.2 -0.2 -0.1 0.303
```
Positions in Å, forces in eV/Å.

* strongest force on any atom: 1.333 eV/A
* ΔE to the lowest compared entry with this formula, charge and spin: 122.06 kcal/mol
* orbital gap (spin up / spin down): 9.00 / 6.77 eV

=====

[2]
Molecular formula: C3H6CrO3
Method: DFT, ωB97M-V with the def2-TZVPD basis set

```
13
Properties=species:S:1:pos:R:3:forces:R:3:mulliken_charge:R:1
O 1.90727 2.84696 0.04523 1.4 -1.3 0.1 -0.815
C 0.56772 2.72694 0.02265 -1.8 -0.5 -0.5 0.348
C -0.02036 1.51850 -0.14860 -0.2 1.3 0.5 -0.379
O 0.73461 0.38911 -0.12289 1.9 0.3 -0.5 -0.791
C -0.59249 -1.83932 0.16945 -1.6 -3.1 0.1 -0.384
Cr 2.57497 1.05208 -0.23058 -2.1 0.8 0.3 1.072
H -0.04419 3.63740 0.10049 0.5 -0.3 -0.1 0.323
H -1.10939 1.41961 -0.25359 0.5 -0.1 0.1 0.295
H 0.44765 -2.16263 0.00599 -0.4 0.7 0.2 0.180
H -0.78351 -1.31456 1.11504 0.4 0.1 -0.8 0.201
H -1.04707 -1.41341 -0.73886 0.5 0.3 0.6 0.234
O -1.37567 -3.15257 0.40523 0.9 1.6 0.0 -0.561
H -1.25955 -3.70811 -0.36956 0.1 0.1 -0.1 0.276
```
Positions in Å, forces in eV/Å.

* strongest force on any atom: 3.495 eV/A
* spin multiplicity: 5
* ΔE to the lowest compared entry with this formula, charge and spin: 21.04 kcal/mol
* ⟨S²⟩: 6.04
* orbital gap (spin up / spin down): 5.41 / 5.43 eV

=====

[3]
Molecular formula: C22H38ClGaIN3P
Method: DFT, ωB97M-V with the def2-TZVPD basis set

```
67
Properties=species:S:1:pos:R:3:forces:R:3:mulliken_charge:R:1
C 0.01498 -2.90903 3.11710 0.5 0.9 0.3 -1.057
C -0.64128 -1.93177 4.15919 0.2 -0.9 -0.3 0.059
C -2.19562 -1.99715 4.23178 0.7 1.3 -0.1 -0.787
I -3.00530 -4.00460 4.15925 0.1 0.4 0.1 -0.061
Ga -3.09419 -0.70615 2.87298 -0.9 -1.0 0.9 -0.361
Cl -2.56354 -1.52786 0.81510 0.3 0.2 -0.3 -0.507
C -5.08648 -0.69077 3.33390 -0.1 0.4 -0.8 -0.486
C -6.08172 -0.39595 2.16714 -0.5 -0.9 0.5 -0.633
C -6.02249 -1.40334 0.98474 0.1 1.0 -0.3 -0.338
N -7.38022 -1.50235 0.38367 0.7 -0.2 0.5 -0.721
P -1.97407 1.34687 3.09662 0.7 0.4 0.6 0.011
C -3.07564 2.78734 3.56958 0.0 0.5 -0.8 -0.544
C -4.47310 2.84409 2.86882 0.4 0.1 0.0 -0.772
C -0.92005 1.76862 1.59889 0.3 -0.5 0.3 -0.530
C 0.37784 0.88082 1.59798 -0.6 0.2 -0.2 -0.819
H -0.70390 -3.39419 2.44410 0.2 0.0 0.4 0.340
H 0.64368 -3.62281 3.67375 -0.4 -0.1 -0.5 0.307
H 0.70615 -2.32004 2.47468 -0.3 -0.3 0.2 0.174
H -0.31124 -0.91149 3.88563 -0.5 -0.3 0.2 -0.105
H -0.17084 -2.12777 5.14405 -0.4 0.0 -0.4 0.414
H -2.47729 -1.58632 5.22297 -0.1 -0.5 -0.5 0.508
H -5.24878 0.06192 4.12957 0.1 -0.3 -0.2 0.365
H -5.35758 -1.67539 3.76465 0.3 0.4 -0.2 0.475
H -7.10664 -0.48358 2.58936 0.4 0.1 -0.3 0.398
H -6.01434 0.62081 1.74859 0.2 -0.2 0.3 0.120
H -5.32126 -0.97790 0.23383 -0.1 -0.4 0.4 0.275
H -5.61712 -2.39081 1.25560 -0.4 0.3 0.1 0.344
H -7.37240 -2.20825 -0.34284 -0.1 0.2 -0.1 0.229
H -7.55208 -0.59704 -0.03873 -0.3 -0.2 -0.2 0.228
H -3.13422 2.78117 4.67190 -0.1 -0.1 -0.5 0.385
H -2.53255 3.72064 3.30891 0.0 -0.5 0.2 0.310
H -5.24875 2.39298 3.50495 0.2 0.0 -0.5 0.217
H -4.38082 2.31625 1.90396 -0.4 0.0 0.5 0.099
H -4.78680 3.87534 2.61774 0.2 -0.4 0.4 0.402
H -0.57550 2.81119 1.70116 -0.5 -0.2 -0.3 0.419
H -1.48255 1.56194 0.66752 0.3 0.5 0.2 0.104
H 0.14721 -0.14550 1.25168 0.1 0.4 0.2 -0.066
H 1.11728 1.35749 0.91814 -0.1 -0.4 0.3 0.364
H 0.79784 0.79789 2.61458 -0.1 0.2 -0.4 0.452
C -0.49372 1.08832 -2.13657 0.0 0.1 0.0 -1.050
N 0.88381 0.83422 -2.59794 -0.1 -0.2 0.1 0.052
C 1.44961 1.66134 -3.49608 0.5 -0.1 -0.1 -0.354
C 2.75110 1.46661 -3.90772 -0.2 0.1 -0.2 -0.630
C 3.49878 0.40760 -3.38733 -0.3 0.0 0.2 0.728
C 2.87134 -0.44075 -2.47591 0.1 0.0 0.2 -0.787
C 1.56545 -0.21032 -2.09733 0.3 -0.1 0.0 -0.200
C 4.91022 0.19474 -3.75654 0.2 -0.1 0.0 0.618
C 5.90479 0.17377 -2.77710 0.1 -0.1 0.1 -0.744
C 7.21641 -0.07316 -3.12249 -0.4 0.0 0.0 -0.083
N 7.55608 -0.30079 -4.40397 0.2 0.0 0.1 -0.007
C 6.62588 -0.26452 -5.37715 -0.4 0.1 0.1 -0.332
C 5.30306 -0.01679 -5.07915 0.2 0.1 -0.2 -0.610
C 8.95761 -0.61226 -4.76010 -0.1 0.0 -0.1 -0.885
H -1.15438 1.10382 -3.00090 0.0 0.0 0.1 0.448
H -0.50267 2.04718 -1.61911 -0.1 0.0 0.0 0.470
H -0.78826 0.29833 -1.45499 -0.1 0.0 0.1 0.226
H 0.84706 2.48020 -3.86357 -0.1 0.0 0.1 0.485
H 3.18156 2.16107 -4.61774 0.0 0.0 0.0 0.500
H 3.39226 -1.29041 -2.05351 -0.1 0.0 0.0 0.499
H 1.05559 -0.84883 -1.38740 -0.1 0.1 0.0 0.532
H 5.66600 0.35236 -1.73648 0.0 0.0 0.0 0.515
H 8.00376 -0.09920 -2.38272 0.0 0.0 -0.1 0.392
H 6.96228 -0.44997 -6.38785 0.1 0.0 0.0 0.479
H 4.58020 -0.01462 -5.88464 0.0 0.0 0.0 0.501
H 9.29479 0.11537 -5.49498 0.1 -0.1 0.0 0.373
H 8.98382 -1.61997 -5.17028 0.1 0.0 0.0 0.373
H 9.58093 -0.55861 -3.87296 -0.1 0.0 0.0 0.277
```
Positions in Å, forces in eV/Å.

* charge: +1
* strongest force on any atom: 1.561 eV/A
* ΔE to the lowest compared entry with this formula, charge and spin: 26.35 kcal/mol
* orbital gap: 1.67 eV

=====

[4]
Molecular formula: C26H16N5O3Pt
Method: DFT, ωB97M-V with the def2-TZVPD basis set

```
51
Properties=species:S:1:pos:R:3:forces:R:3:mulliken_charge:R:1
Pt 1.24801 0.56265 -1.16810 0.2 0.2 0.3 0.805
O 4.90902 1.53619 0.41932 -0.1 -0.1 0.0 -0.741
C 3.86323 1.02823 0.04041 0.0 0.1 0.0 0.551
O 3.15539 1.38212 -0.96565 -0.1 0.0 0.0 -0.600
C 3.34869 -0.18928 0.81432 0.0 -0.1 -0.2 0.538
C 4.12072 -0.73183 1.86196 0.0 -0.1 0.0 -0.790
C 3.70070 -1.87865 2.46242 0.0 0.0 0.0 -0.703
C 2.51996 -2.51669 2.01562 -0.1 0.0 -0.1 0.967
C 2.04258 -3.72924 2.56289 0.0 0.0 0.0 -0.764
C 0.89854 -4.29887 2.08031 0.0 -0.1 0.1 -0.531
C 0.18106 -3.68469 1.03283 0.0 0.1 -0.1 -0.765
C 0.61047 -2.50961 0.48101 0.0 0.0 0.1 -0.368
C 1.79411 -1.90712 0.96598 0.0 0.0 0.2 -0.101
N 2.22692 -0.73623 0.41297 -0.4 0.3 0.0 -0.001
H 5.02719 -0.21139 2.13519 0.0 0.0 0.0 0.531
H 4.26469 -2.32512 3.27384 0.0 0.0 0.0 0.388
H 2.60070 -4.19620 3.36676 0.0 0.0 0.0 0.365
H 0.53680 -5.22933 2.50133 0.0 0.0 0.0 0.376
H -0.72199 -4.15190 0.66039 0.0 0.0 0.0 0.440
H 0.07192 -2.01978 -0.32157 0.0 -0.1 0.0 0.648
O 2.19059 -0.72099 -2.81285 0.1 -0.1 -0.4 -0.377
N 2.47265 -0.04266 -3.84376 -0.1 -0.1 0.1 -0.386
C 1.99073 1.16930 -3.95722 -0.1 0.1 0.0 0.552
C 2.29479 1.90311 -5.14099 0.0 0.0 -0.1 0.154
N 2.53310 2.49538 -6.10005 0.0 0.0 0.1 -0.552
C 1.10748 1.79754 -2.96193 0.1 -0.3 -0.2 0.563
N 0.37388 2.65486 -2.63602 0.0 -0.1 0.5 -0.573
N -0.59660 -0.19174 -1.25958 0.4 0.2 -0.2 -1.115
C -1.47414 0.42890 -0.59062 -0.1 0.0 0.1 0.530
C -2.91023 0.02060 -0.69933 -0.1 -0.1 0.0 0.355
C -3.81609 0.26629 0.33076 0.0 0.0 0.0 -0.270
C -5.13769 -0.14634 0.22337 0.0 0.0 0.0 -0.675
C -5.57157 -0.79977 -0.92043 0.0 0.0 0.0 -0.387
C -4.67583 -1.04167 -1.95537 0.0 0.0 0.0 -0.538
C -3.35596 -0.63659 -1.84608 0.0 0.0 0.0 -0.500
C -1.16772 1.58291 0.32386 0.1 0.1 0.0 -0.324
C -1.72310 2.83882 0.09572 0.1 -0.1 0.0 -0.084
C -1.35677 3.91965 0.88138 0.0 0.0 0.0 -0.744
C -0.44263 3.75653 1.91394 0.0 0.0 0.0 -0.433
C 0.09423 2.50320 2.16792 0.0 0.0 0.0 -0.826
C -0.26966 1.42133 1.37753 -0.1 0.0 0.1 0.293
H -3.48181 0.78154 1.22291 0.0 0.0 0.0 0.396
H -5.82924 0.04517 1.03516 0.0 0.0 0.0 0.377
H -6.60409 -1.11573 -1.00895 0.0 0.0 0.0 0.369
H -5.01205 -1.54476 -2.85424 0.0 0.0 0.0 0.384
H -2.63957 -0.81911 -2.63737 0.0 0.0 0.0 0.413
H -2.41408 2.97167 -0.72766 0.0 0.0 0.0 0.468
H -1.77180 4.89886 0.67564 0.0 0.0 0.0 0.364
H -0.14554 4.60705 2.51562 0.0 0.0 0.0 0.369
H 0.80906 2.36754 2.97064 0.0 0.0 0.0 0.405
H 0.13093 0.43584 1.58575 0.0 0.0 0.0 0.545
```
Positions in Å, forces in eV/Å.

* charge: -1
* strongest force on any atom: 0.513 eV/A
* ΔE to the lowest compared entry with this formula, charge and spin: 39.81 kcal/mol
* orbital gap: 6.51 eV

=====

[5]
Molecular formula: C6H12O
Method: DFT, ωB97M-V with the def2-TZVPD basis set

```
19
Properties=species:S:1:pos:R:3:forces:R:3:mulliken_charge:R:1
C 0.45694 -2.28830 -0.77154 0.0 0.0 -0.1 -1.097
C 0.70939 -1.29899 0.32087 1.2 -1.1 -0.9 -0.272
C 1.20342 1.87586 1.26557 0.2 0.8 0.4 -0.567
O 0.49885 1.74257 0.13754 1.4 0.9 -0.8 -0.319
C -0.64735 1.03103 0.13654 -0.7 -2.7 0.7 0.419
C -1.15143 0.85673 -1.27359 0.0 0.0 0.0 -1.298
C -0.29322 -0.49485 0.87484 -1.6 2.7 0.3 -0.843
H 0.79027 -1.91004 -1.75132 0.0 0.0 0.1 0.234
H -0.61175 -2.51576 -0.86872 0.1 0.0 0.1 0.296
H 0.99205 -3.23298 -0.61205 0.0 0.1 0.0 0.380
H 1.73546 -1.14238 0.64474 -0.1 0.0 -0.1 0.403
H 0.64553 2.16402 2.15929 0.0 -0.2 0.0 0.291
H 2.14840 2.37947 1.08937 0.0 -0.2 0.1 0.235
H -1.39373 1.43041 0.83406 0.0 0.2 -0.1 0.289
H -1.44371 1.81411 -1.71370 0.0 -0.1 0.0 0.375
H -2.01796 0.18948 -1.28018 0.1 0.1 0.0 0.350
H -0.36626 0.41186 -1.89329 -0.1 0.1 0.1 0.268
H -1.29549 -0.94383 0.85633 0.2 -0.1 0.4 0.432
H 0.04060 -0.06838 1.84524 -0.5 -0.6 -0.2 0.422
```
Positions in Å, forces in eV/Å.

* strongest force on any atom: 3.154 eV/A
* ΔE to the lowest compared entry with this formula, charge and spin: 104.04 kcal/mol
* orbital gap (spin up / spin down): 7.73 / 8.16 eV

=====

[6]
Molecular formula: C3H4N2O4
Method: DFT, ωB97M-V with the def2-TZVPD basis set

```
13
Properties=species:S:1:pos:R:3:forces:R:3:mulliken_charge:R:1
C 2.81373 0.12918 -0.31633 1.0 0.3 0.0 0.321
C 0.72120 -1.17000 -0.57384 0.6 -1.3 0.5 -0.747
C 1.36977 -0.09029 -0.13218 -2.5 0.3 -1.0 0.065
N -1.84444 0.49047 0.07976 -0.5 -0.5 -1.9 -0.659
N -3.00612 0.76605 0.52522 -1.1 0.2 2.5 0.917
O 3.21745 0.21385 -1.52968 0.2 -0.1 2.1 -0.728
O -4.04033 0.76816 -0.19883 0.8 0.0 -1.1 -0.731
O 3.39863 0.23438 0.81109 0.6 0.1 -1.4 -0.724
O -3.25587 1.06086 1.76557 1.1 -0.4 -0.3 -0.738
H -0.36401 -1.33918 -0.57760 0.5 0.4 0.2 0.364
H -1.13143 0.22140 0.74875 -0.8 0.7 1.0 0.223
H 1.35477 -2.05831 -0.83053 -0.6 0.8 -0.2 0.200
H 0.76666 0.77343 0.22861 0.6 -0.6 -0.2 0.238
```
Positions in Å, forces in eV/Å.

* charge: -2
* strongest force on any atom: 2.707 eV/A
* ΔE to the lowest compared entry with this formula, charge and spin: 0.00 kcal/mol
* orbital gap: 8.09 eV